Record 1
{
  "formula": "C2H10CdN3S",
  "method": "wB97M-V/def2-TZVPD",
  "species": ["H", "N", "N", "H", "H", "H", "H", "H", "H", "C", "S", "N", "H", "Cd", "H", "H", "C"],
  "xyz": [[-1.992, -0.922, 0.420], [-1.049, -1.199, 0.711], [-2.440, 1.715, 2.101], [1.211, 2.217, -0.974], [1.950, 0.794, 0.439], [0.873, -1.946, -1.777], [-1.061, -1.224, 1.733], [1.142, -0.650, -2.768], [-0.411, -1.115, -2.421], [-2.157, 1.735, 0.952], [-1.745, 1.706, -0.656], [0.531, -1.018, -2.037], [-0.880, -2.144, 0.362], [0.431, 0.479, -0.105], [2.338, 2.636, 0.304], [2.876, 1.586, -1.045], [2.049, 1.824, -0.371]],
  "atomic_forces_ev_per_a": [[0.057, -0.106, 0.007], [-0.903, -0.360, 0.393], [0.528, 0.067, -2.477], [0.240, 0.021, 0.048], [1.848, 1.874, -0.643], [-0.005, 0.221, 0.085], [0.137, -0.069, -0.152], [-0.027, -0.093, -0.046], [0.015, -0.058, -0.078], [-0.770, -0.016, 3.013], [-0.228, 0.414, -0.724], [0.002, 0.183, -0.160], [0.143, 0.030, 0.090], [-3.882, -3.643, 0.245], [0.053, 0.040, 0.041], [0.045, -0.190, 0.000], [2.746, 1.686, 0.358]],
  "nbo_charge": [0.377, -1.214, -0.472, 0.232, 0.076, 0.367, 0.388, 0.368, 0.365, 0.028, -0.498, -1.285, 0.354, 0.722, 0.239, 0.232, -1.278],
  "homo_lumo_gap_ev": [3.56, 3.56],
  "de_lowest_kj_mol": 232.5,
  "charge": -1,
  "mol_weight_g_mol": 220.6,
  "homo_energy_ev": [-0.29, -0.29],
  "total_energy_ha": -812.26675
}

Record 2
{
  "formula": "C10H28OP2Pb",
  "method": "wB97M-V/def2-TZVPD",
  "species": ["C", "H", "C", "H", "H", "C", "H", "H", "H", "C", "H", "P", "H", "H", "H", "H", "C", "C", "H", "O", "C", "H", "H", "Pb", "H", "H", "C", "H", "H", "H", "H", "H", "H", "C", "P", "C", "H", "H", "H", "H", "H", "H"],
  "xyz": [[0.739, 0.037, -2.215], [-2.111, 4.116, -0.460], [-2.400, -0.568, -0.972], [-3.773, 1.078, 1.231], [3.126, -3.179, 1.048], [3.512, -2.938, 0.044], [1.269, -0.877, 2.540], [-4.100, -0.874, -2.182], [-3.705, 0.842, -2.006], [-2.519, 3.104, -0.310], [3.472, -1.437, -2.662], [-1.628, 0.419, 0.364], [-3.228, -0.495, 1.877], [4.586, 0.697, 0.733], [-0.718, -2.948, -0.022], [-0.041, -3.220, -0.199], [4.043, -0.858, -1.921], [-3.766, -0.112, -1.464], [-3.201, 3.137, 0.548], [0.435, 0.207, -3.299], [-1.318, 2.190, -0.075], [-1.601, 0.655, 3.370], [1.600, 1.363, 0.254], [0.995, -0.252, 0.858], [-4.506, -0.059, -0.657], [-2.510, -1.591, -0.564], [-2.916, 0.535, 1.653], [-3.066, 2.837, -1.230], [2.922, -3.484, -0.709], [4.569, -3.245, -0.023], [-0.718, 2.631, 0.744], [-1.720, -0.644, -1.826], [4.281, -0.600, 1.920], [4.566, -0.387, 0.879], [3.373, -1.144, -0.265], [-2.451, 1.200, 2.941], [-3.276, 1.156, 3.659], [-2.184, 2.253, 2.795], [5.565, -0.795, 0.688], [3.972, 0.208, -2.169], [-0.670, 2.211, -0.961], [5.100, -1.167, -1.955]],
  "atomic_forces_ev_per_a": [[-0.764, 0.360, -2.602], [-0.268, -0.325, 0.090], [0.337, -0.515, 0.084], [0.289, -0.221, -0.214], [0.182, 0.080, -0.360], [-0.071, -0.019, -0.084], [-0.176, 0.208, -0.814], [-0.054, 0.293, 0.220], [-0.147, -0.288, 0.279], [-0.243, 0.161, -0.408], [0.221, 0.181, 0.195], [-0.457, 0.736, -0.621], [-0.098, 0.232, -0.162], [0.059, -0.126, 0.050], [0.258, -0.101, -0.043], [-0.203, 0.078, 0.053], [-0.569, 0.244, -0.399], [-0.282, 0.152, -0.336], [0.127, 0.001, -0.287], [0.699, -0.328, 2.201], [0.582, -0.125, -0.026], [-0.143, 0.211, 0.039], [-0.424, -0.504, 0.669], [0.747, 1.191, 0.242], [0.149, 0.078, -0.275], [0.217, 0.397, -0.041], [0.355, -0.766, 0.526], [0.132, 0.116, 0.543], [0.231, 0.118, 0.270], [-0.392, 0.082, 0.006], [-0.117, -0.423, -0.208], [0.037, 0.008, 0.202], [0.133, 0.043, -0.281], [-0.352, 0.253, 0.206], [0.217, -1.226, 0.747], [0.047, 0.090, 0.198], [0.231, 0.086, -0.029], [-0.002, -0.221, 0.067], [-0.211, 0.023, -0.008], [0.088, -0.204, -0.021], [-0.025, -0.076, 0.148], [-0.339, 0.045, 0.183]],
  "nbo_charge": [0.483, 0.257, -0.731, 0.276, 0.263, -0.959, -0.039, 0.257, 0.226, -0.616, 0.271, 1.115, 0.261, 0.270, -0.005, 0.017, -0.960, -0.613, 0.224, -0.417, -0.736, 0.212, -0.105, 0.682, 0.227, 0.259, -0.729, 0.229, 0.265, 0.275, 0.259, 0.248, 0.266, -0.965, 1.074, -0.617, 0.262, 0.223, 0.284, 0.271, 0.248, 0.290],
  "homo_lumo_gap_ev": 7.72,
  "charge": 2,
  "mol_weight_g_mol": 433.5,
  "homo_energy_ev": -16.48,
  "total_energy_ha": -1347.90707
}

Record 3
{
  "formula": "C5H13NO",
  "method": "wB97M-V/def2-TZVPD",
  "species": ["H", "H", "H", "N", "H", "H", "C", "O", "H", "H", "H", "C", "H", "C", "H", "C", "H", "H", "H", "C"],
  "xyz": [[-1.388, -0.491, 1.534], [2.638, 0.534, -1.843], [2.415, -1.282, 0.207], [1.980, 0.370, -1.093], [2.607, 0.351, 0.886], [0.716, 0.937, -0.360], [-0.206, 0.889, 0.371], [-3.377, 0.500, -0.047], [-1.648, -1.173, -0.815], [-2.137, 1.253, 0.016], [-4.298, 0.618, -0.303], [-1.131, 1.814, 0.262], [0.373, -0.795, 1.474], [-0.507, -0.508, 0.898], [-0.758, -2.508, 0.051], [-0.753, -1.469, -0.270], [3.796, -0.354, -0.255], [-1.096, 2.892, 0.313], [0.038, -1.330, -1.011], [2.736, -0.251, -0.014]],
  "atomic_forces_ev_per_a": [[0.129, 0.297, 0.151], [-0.226, 1.392, -0.137], [-0.363, 0.149, -0.017], [-1.061, -1.778, 0.953], [0.449, -0.243, 0.286], [2.052, 0.060, -1.373], [-3.319, 0.100, 0.257], [1.641, -0.515, 0.338], [-0.360, -0.237, 0.431], [-2.710, -0.599, -0.516], [0.191, 0.872, -0.025], [2.364, 0.200, 0.390], [-0.055, -0.294, 0.092], [0.686, -0.109, -0.039], [-0.233, 0.028, 0.108], [0.679, 0.550, -0.851], [0.088, 0.339, 0.192], [-0.179, 0.038, -0.182], [0.227, -0.260, 0.145], [-0.001, 0.011, -0.204]],
  "nbo_charge": [0.250, 0.358, 0.183, -0.728, 0.190, 0.321, -0.002, -1.040, 0.250, 0.378, 0.461, -0.222, 0.231, -0.446, 0.218, -0.615, 0.192, 0.248, 0.229, -0.456],
  "homo_lumo_gap_ev": 4.57,
  "de_lowest_kj_mol": 928.2,
  "mol_weight_g_mol": 103.2,
  "homo_energy_ev": -7.88,
  "total_energy_ha": -327.96530
}

Record 4
{
  "formula": "C6H8BCl4F12Hg2NO6PS2",
  "method": "wB97M-V/def2-TZVPD",
  "species": ["H", "S", "Cl", "C", "C", "F", "O", "H", "N", "C", "H", "O", "Cl", "F", "F", "O", "H", "F", "F", "H", "B", "H", "F", "O", "F", "F", "F", "C", "Hg", "F", "Cl", "C", "F", "H", "S", "P", "C", "H", "Cl", "F", "O", "Hg", "O"],
  "xyz": [[-2.880, -13.136, 15.218], [0.737, -9.729, 11.262], [-3.280, -16.008, 15.632], [-3.752, -13.299, 15.834], [-0.635, -8.566, 17.058], [5.313, -10.104, 12.110], [0.080, -10.941, 11.728], [-4.841, -14.654, 14.567], [2.346, -10.243, 11.370], [-4.420, -14.633, 15.575], [-5.268, -14.803, 16.232], [2.927, -14.272, 12.318], [1.306, -8.238, 18.934], [-0.395, -12.176, 15.160], [4.262, -8.373, 12.900], [2.149, -16.058, 14.088], [0.057, -9.314, 16.700], [-0.768, -14.405, 14.800], [5.607, -8.167, 11.192], [-4.485, -12.500, 15.795], [0.178, -13.298, 14.692], [-0.834, -9.213, 19.110], [0.696, -13.213, 13.393], [0.288, -9.194, 10.039], [3.047, -16.667, 11.985], [-0.508, -7.759, 12.356], [4.480, -15.643, 13.556], [0.562, -8.446, 12.638], [2.218, -12.269, 11.945], [0.398, -9.056, 13.810], [-3.117, -13.255, 17.532], [4.731, -8.940, 11.785], [1.609, -7.670, 12.728], [-1.638, -8.943, 16.874], [3.367, -9.255, 10.585], [3.062, -15.570, 13.009], [-0.424, -8.375, 18.549], [-0.958, -7.495, 18.901], [-0.464, -7.020, 16.213], [1.316, -13.728, 15.497], [4.009, -9.892, 9.496], [0.684, -15.966, 15.581], [2.772, -7.979, 10.397]],
  "atomic_forces_ev_per_a": [[-0.129, 0.181, -0.326], [-0.429, -1.309, 0.783], [-0.011, -0.232, 0.210], [0.088, -0.581, 1.035], [-0.368, -0.187, 0.741], [-0.054, -0.006, 0.085], [0.042, 0.099, 0.396], [0.217, 0.118, -0.032], [-1.404, 0.361, 0.142], [-0.323, 0.502, -0.702], [0.326, -0.224, 0.386], [-0.556, 0.745, -0.075], [-0.023, 0.092, 0.096], [0.206, -0.193, -0.221], [0.260, -0.089, -0.318], [-0.605, -0.163, 0.643], [0.327, 0.072, -0.387], [0.494, -0.232, -0.154], [0.068, 0.210, 0.066], [0.043, 0.069, -0.314], [0.130, 0.854, 0.477], [0.194, -0.180, -0.118], [-0.909, -0.372, 0.305], [0.365, 0.466, -0.293], [0.068, -0.991, -1.103], [-0.558, 0.355, -0.248], [0.430, -0.110, 0.298], [0.071, -0.190, 0.483], [0.870, 0.163, -0.444], [0.058, -0.455, -0.312], [-0.034, 0.018, -0.226], [-0.381, -0.510, 0.500], [0.229, 0.206, -0.093], [-0.113, 0.143, 0.003], [2.064, 1.161, -0.956], [0.356, 0.575, 0.312], [-0.437, -0.129, -0.051], [0.246, 0.179, -0.016], [0.158, 0.007, -0.287], [-0.407, -0.089, 0.307], [0.025, -0.881, -0.152], [0.016, 0.498, -0.600], [-0.612, 0.049, 0.159]],
  "nbo_charge": [0.226, 2.178, -0.082, -0.368, -0.394, -0.321, -0.984, 0.235, -1.342, -0.382, 0.239, -1.202, -0.053, -0.501, -0.301, -1.274, 0.217, -0.575, -0.275, 0.241, 1.356, 0.220, -0.578, -0.824, -0.521, -0.276, -0.525, 0.786, 1.625, -0.301, -0.086, 0.729, -0.277, 0.220, 2.236, 2.720, -0.391, 0.229, -0.047, -0.584, -0.887, 1.778, -0.884],
  "homo_lumo_gap_ev": 4.10,
  "charge": 1,
  "mol_weight_g_mol": 1067.0,
  "homo_energy_ev": -12.46,
  "total_energy_ha": -5248.18336
}

Record 5
{
  "formula": "C3H11NS",
  "method": "wB97M-V/def2-TZVPD",
  "species": ["C", "H", "H", "H", "S", "N", "H", "H", "H", "H", "C", "H", "H", "H", "H", "C"],
  "xyz": [[-0.292, -0.308, -0.093], [-2.016, 0.395, -1.266], [2.156, 2.946, 1.899], [-1.830, -1.549, 0.819], [1.231, 2.427, 1.080], [1.195, -0.437, -0.212], [-0.901, -2.373, -0.488], [-0.166, -2.009, 1.117], [1.451, -0.299, -1.184], [-0.529, 1.252, -1.577], [-0.938, 0.256, -1.354], [1.101, 0.911, 2.176], [-0.776, -0.362, -2.242], [1.586, 0.356, 0.312], [-0.418, 0.457, 0.678], [-0.854, -1.662, 0.337]],
  "atomic_forces_ev_per_a": [[0.621, -0.111, -0.430], [-0.057, -0.157, 0.211], [0.011, 0.048, 0.018], [-0.092, -0.112, -0.326], [-0.255, -2.873, 2.799], [-0.517, 0.481, -0.029], [0.050, 0.015, 0.064], [-0.201, -0.350, -0.274], [0.200, -0.062, 0.070], [0.016, -0.191, 0.045], [0.079, 0.437, -0.311], [0.320, 3.538, -2.319], [0.118, -0.149, 0.163], [0.151, -0.781, -0.791], [-0.546, -0.404, 0.232], [0.104, 0.669, 0.878]],
  "nbo_charge": [-0.058, 0.213, 0.141, 0.201, -0.304, -0.859, 0.208, 0.218, 0.352, 0.206, -0.625, 0.179, 0.203, 0.366, 0.173, -0.613],
  "homo_lumo_gap_ev": 8.23,
  "de_lowest_kj_mol": 210.8,
  "mol_weight_g_mol": 93.2,
  "homo_energy_ev": -9.10,
  "total_energy_ha": -573.75121
}

Record 6
{
  "formula": "C31H33Cl3N3PdSSb2Si",
  "method": "wB97M-V/def2-TZVPD",
  "species": ["C", "H", "H", "H", "H", "H", "H", "H", "Cl", "H", "C", "Cl", "H", "C", "C", "Sb", "H", "C", "H", "C", "C", "H", "C", "Si", "Sb", "H", "H", "C", "C", "C", "H", "C", "C", "H", "Pd", "H", "C", "C", "C", "N", "C", "C", "H", "C", "C", "H", "C", "N", "H", "S", "C", "C", "H", "N", "C", "H", "Cl", "C", "H", "C", "C", "H", "H", "C", "H", "H", "H", "H", "H", "C", "C", "H", "C", "H", "H"],
  "xyz": [[-3.721, -2.772, 2.034], [-2.170, 5.768, 0.380], [-0.262, 2.239, -4.380], [-1.016, -4.746, 1.543], [3.261, 0.040, -5.501], [-3.114, -4.658, 2.860], [2.641, -3.252, 3.124], [2.123, 1.554, 1.326], [-2.414, -3.490, -2.373], [2.637, 1.666, -1.157], [0.017, -1.783, 4.539], [-4.727, -1.109, -1.981], [5.652, -1.173, 0.902], [-0.622, -1.043, 3.556], [1.525, -0.932, -2.759], [0.893, -0.304, -0.838], [-0.391, -2.740, 4.838], [-3.690, 4.962, -0.942], [2.455, -2.152, -6.302], [-3.397, -1.736, 1.167], [4.254, -2.276, 2.103], [-1.519, -1.441, 3.094], [1.072, -2.167, -3.217], [-2.727, -1.480, -2.187], [-1.229, 1.345, 1.776], [1.665, -1.869, 5.912], [5.019, -2.705, 2.737], [0.308, 2.762, 1.203], [-0.107, 0.192, 3.155], [1.170, -1.295, 5.139], [2.324, 3.148, 0.644], [3.635, -0.882, 0.249], [1.682, -0.061, 4.759], [-0.438, 0.805, -3.492], [-1.785, -0.074, -0.605], [1.027, 2.312, -1.437], [1.043, 0.682, 3.778], [1.935, -2.046, 1.504], [2.922, -2.589, 2.317], [-1.881, 1.857, -1.617], [-2.205, -1.764, 0.441], [-1.367, -2.867, 0.578], [-4.650, -2.733, 2.588], [1.623, 1.706, -0.755], [2.295, -1.194, 0.469], [-4.369, 5.323, -1.717], [-2.836, 6.114, -0.411], [-0.452, 1.815, -3.487], [0.476, 3.369, 2.097], [-1.917, 4.019, -2.946], [-2.860, -3.851, 2.186], [2.645, -0.578, -4.861], [-4.089, -0.909, 1.057], [-2.743, 2.697, -0.939], [-1.682, -3.897, 1.452], [1.441, 1.654, 3.517], [-2.222, -0.802, -4.086], [2.310, -0.135, -3.588], [1.052, -3.567, -4.837], [4.613, -1.420, 1.071], [-2.863, 3.848, -1.492], [-0.469, -2.947, -0.024], [2.662, 0.835, -3.256], [1.409, -2.607, -4.488], [0.444, -2.792, -2.589], [0.896, -2.264, 1.705], [-4.298, 4.533, -0.146], [-2.227, 6.559, -1.200], [3.927, -0.220, -0.559], [2.194, -1.811, -5.309], [-1.370, 2.408, -2.691], [-0.175, 3.420, 0.475], [1.656, 2.280, 0.658], [-3.474, 6.895, -0.002], [2.573, 0.328, 5.235]],
  "atomic_forces_ev_per_a": [[-0.001, -0.006, 0.027], [0.004, 0.008, 0.001], [0.010, -0.015, -0.026], [0.005, 0.002, 0.002], [-0.003, 0.002, -0.001], [0.002, -0.001, -0.004], [-0.003, 0.002, 0.009], [-0.015, 0.004, 0.110], [-0.039, 0.014, 0.049], [0.003, -0.019, -0.011], [-0.018, -0.011, -0.023], [-0.022, -0.008, 0.001], [0.006, -0.013, 0.005], [0.024, -0.023, -0.008], [-0.001, 0.002, -0.008], [-0.121, 0.090, -0.161], [0.006, -0.002, 0.012], [0.005, 0.009, 0.011], [0.000, -0.002, 0.000], [-0.022, 0.038, -0.023], [0.038, -0.030, -0.012], [-0.013, 0.024, 0.038], [0.006, 0.006, 0.050], [0.153, -0.024, -0.048], [0.075, -0.103, -0.083], [-0.002, -0.009, -0.004], [-0.001, 0.008, 0.012], [-0.019, 0.003, 0.038], [-0.072, 0.160, 0.049], [0.009, 0.010, 0.017], [0.022, -0.026, 0.005], [0.008, -0.027, 0.042], [-0.019, 0.001, -0.023], [-0.014, -0.055, -0.033], [-0.124, -0.052, 0.010], [0.007, 0.009, 0.036], [-0.008, -0.082, 0.023], [0.062, 0.077, 0.045], [-0.054, -0.029, 0.029], [-0.013, 0.098, 0.010], [-0.016, -0.062, -0.050], [0.045, 0.027, 0.010], [0.005, -0.005, 0.000], [0.021, -0.018, -0.006], [0.001, -0.031, -0.081], [-0.011, -0.012, 0.002], [-0.011, -0.028, -0.011], [0.008, 0.102, 0.038], [0.002, 0.001, -0.001], [0.020, 0.069, -0.012], [0.012, 0.011, -0.002], [0.011, 0.010, 0.004], [0.016, 0.011, 0.013], [0.078, -0.029, -0.041], [-0.020, 0.009, 0.003], [0.027, 0.042, -0.037], [-0.041, 0.023, 0.048], [0.002, -0.003, 0.006], [0.003, -0.001, -0.003], [0.016, 0.031, -0.030], [-0.080, 0.029, 0.045], [0.017, -0.012, 0.020], [-0.001, -0.004, 0.007], [-0.011, -0.028, -0.004], [0.019, 0.005, -0.025], [-0.004, -0.055, -0.013], [-0.010, 0.000, -0.006], [0.002, 0.003, 0.003], [0.015, -0.020, -0.027], [0.012, -0.001, -0.025], [0.036, -0.151, 0.019], [0.000, -0.010, 0.009], [-0.035, 0.066, -0.023], [0.006, 0.008, 0.003], [0.006, -0.004, 0.003]],
  "mulliken_spin": [-0.006, 0.001, 0.000, 0.001, 0.000, 0.001, 0.000, -0.002, 0.010, 0.006, -0.014, 0.044, 0.001, 0.014, 0.049, 0.272, -0.001, 0.000, 0.000, 0.038, -0.003, 0.004, 0.005, 0.182, 0.699, 0.002, 0.000, 0.035, 0.009, 0.043, -0.001, 0.014, -0.020, 0.000, 0.521, -0.005, 0.007, -0.015, 0.009, -0.027, -0.127, 0.107, -0.001, 0.037, 0.059, 0.000, 0.000, 0.005, 0.002, 0.001, 0.023, 0.000, 0.003, 0.001, -0.006, -0.010, 0.022, 0.001, 0.000, 0.005, -0.004, -0.001, 0.001, 0.003, -0.001, -0.023, 0.000, 0.000, 0.000, 0.004, 0.020, 0.006, 0.004, 0.000, -0.001],
  "s2": 2.016,
  "homo_lumo_gap_ev": [7.58, 6.09],
  "de_lowest_kj_mol": 46.7,
  "charge": 1,
  "mol_weight_g_mol": 964.1,
  "spin_multiplicity": 3,
  "homo_energy_ev": [-9.94, -11.22],
  "total_energy_ha": -4041.89304
}